{"formula": "C45H68FeN2O2P2SSi", "method": "ωB97M-V/def2-TZVPD", "gap_ev": [4.8, 7.4], "max_force_ev_per_a": 1.26, "multiplicity": 5, "homo_energy_ev": [-4.8, -7.5], "e_above_lowest_kcal_mol": 0.0, "lumo_ev": [-0.077, -0.091], "elements": ["Fe", "S", "P", "P", "Si", "O", "O", "N", "N", "C", "C", "C", "C", "C", "C", "C", "C", "C", "C", "C", "C", "C", "C", "C", "C", "C", "C", "C", "C", "C", "C", "C", "C", "C", "C", "C", "C", "C", "C", "C", "C", "C", "C", "C", "C", "C", "C", "C", "C", "C", "C", "C", "C", "C", "H", "H", "H", "H", "H", "H", "H", "H", "H", "H", "H", "H", "H", "H", "H", "H", "H", "H", "H", "H", "H", "H", "H", "H", "H", "H", "H", "H", "H", "H", "H", "H", "H", "H", "H", "H", "H", "H", "H", "H", "H", "H", "H", "H", "H", "H", "H", "H", "H", "H", "H", "H", "H", "H", "H", "H", "H", "H", "H", "H", "H", "H", "H", "H", "H", "H", "H", "H"], "positions_angstrom": [[0.00906, 0.24016, -0.36559], [-1.40951, 0.79680, -2.27786], [2.39998, 0.83951, -0.35084], [-1.77783, 0.18403, 1.23398], [-0.14686, 2.67675, 0.19161], [1.12101, 2.40663, -3.28442], [0.34457, -2.50269, -1.42963], [-1.82794, -1.49157, -3.58471], [-3.71022, -0.24511, -2.98257], [3.24096, 0.66988, -1.99058], [1.60234, 3.27350, 0.70539], [-3.49056, 2.03929, 2.65100], [4.42243, -2.45032, 1.46212], [-2.52406, -1.06708, 3.74102], [-3.86415, -2.94271, -0.57642], [3.05211, 5.16154, 1.20156], [4.76415, 0.58935, -2.12303], [-4.52768, -1.09317, -3.71475], [-1.34927, -0.63217, 2.84780], [-3.78185, 3.27413, 3.19093], [-1.82937, -3.38568, -5.17475], [-0.36558, 0.27212, 3.59848], [4.55200, -0.38217, -4.43949], [-2.44381, -0.43591, -2.95326], [4.57801, 0.51184, 1.50664], [3.35701, -0.18482, 0.89471], [5.33186, -0.36488, 2.53337], [3.74588, -1.58144, 0.37708], [-2.91028, 4.32903, 2.95177], [-2.59018, -2.34412, -4.42647], [2.70211, 2.59396, 0.18235], [-2.36105, 1.82571, 1.83381], [-0.64518, 3.98989, -1.01471], [5.18068, 0.73808, -3.59418], [-2.04434, -1.72002, 5.04821], [-2.84942, -2.18675, 0.28855], [-1.81807, 4.14945, 2.11966], [3.94197, 3.24051, 0.13637], [0.42794, -1.90866, -0.36262], [1.82088, 4.55261, 1.25589], [-5.62174, -1.22397, -0.01106], [-1.52150, 2.90616, 1.52465], [-5.98266, -0.73686, -3.78060], [2.59895, -0.46424, -2.83396], [0.11546, -0.37960, 4.90175], [5.67449, -1.75325, 1.99138], [-4.63152, -0.46722, 0.89255], [-5.28922, -2.72082, -0.05295], [0.68108, -2.77462, 0.88664], [4.10644, 4.53906, 0.58054], [-3.19569, -0.70162, 0.43322], [3.04320, -0.36236, -4.29090], [-3.93502, -2.10442, -4.49705], [-1.08472, -0.77912, 5.79481], [-1.62177, 0.14294, 6.09947], [1.19116, -2.18342, 1.66101], [-0.86051, 1.23196, 3.81377], [-1.87901, -2.25686, -0.18645], [2.65763, 0.56988, -4.72655], [-0.87298, -1.74284, -3.33861], [4.32527, 1.45520, 1.98783], [0.80412, 0.25991, 5.43478], [-1.06950, -2.92434, -5.80044], [2.60877, -1.20761, -4.83957], [1.51794, -0.41385, -2.76981], [-0.72024, -1.25512, 6.70683], [4.81092, -0.29752, -5.47497], [-3.11608, -0.18411, 4.04932], [-1.29058, -4.04534, -4.49496], [-4.15380, 1.21949, 2.88901], [-4.65785, 3.38208, 3.83594], [-5.54639, -0.75901, -0.99886], [-2.77364, -2.69264, 1.24965], [-3.17416, -0.28750, -0.57162], [2.64910, -0.33878, 1.73200], [-4.78857, -0.80416, 1.92204], [6.26666, 0.71453, -3.65786], [6.39054, -1.65991, 1.16663], [-3.14463, -1.76836, 3.19187], [-0.81243, -1.54526, 2.59933], [-6.41311, -1.10060, -4.70170], [4.67823, -0.49501, 3.41776], [4.47720, -1.45738, -0.41910], [-4.87438, 0.60428, 0.84370], [0.21823, 4.29060, -1.61754], [0.49922, 0.49506, 2.96098], [-1.53357, -2.65844, 4.84318], [-3.12969, 5.31504, 3.38460], [-3.60607, -4.00204, -0.50989], [0.64842, -1.29499, 4.66457], [4.95671, -1.34066, -4.10455], [2.91645, -1.43227, -2.42661], [5.12550, -0.40710, -1.80181], [1.00487, 5.11155, 1.70147], [3.72161, -2.58451, 2.30409], [-2.49633, -3.98650, -5.79683], [0.78175, 3.22268, -3.69298], [-1.17740, 4.99457, 1.90977], [5.29408, 0.75902, 0.69881], [-4.54497, -2.73141, -5.16390], [-5.37209, -3.15298, 0.95806], [-6.58010, -1.15402, -2.94140], [2.93407, 1.59547, -2.47970], [-6.62901, -1.05558, 0.38578], [2.88495, -2.09055, -0.05098], [-2.91295, -1.94996, 5.65380], [-0.28730, -3.08469, 1.25500], [0.30957, 1.85992, -3.20733], [6.23230, 0.13417, 2.87767], [1.24830, -3.66751, 0.63111], [-5.99604, -3.28193, -0.67028], [4.83024, 1.69871, -3.97878], [-1.47655, 3.67857, -1.63389], [3.16799, 6.16376, 1.60085], [4.80772, 2.75397, -0.28123], [5.06716, 5.03823, 0.48203], [4.67303, -3.41938, 1.07234], [-0.92355, 4.82644, -0.39988], [5.26124, 1.35089, -1.51349], [-6.11884, 0.36173, -3.74635], [-3.83450, -2.58716, -1.60488], [6.14234, -2.34193, 2.77235]], "forces_ev_per_a": [[0.0, -0.3, -0.2], [0.7, 0.4, 0.8], [0.3, 0.1, 0.1], [-0.5, 0.1, 0.3], [0.1, -0.7, 0.8], [-0.6, 0.5, -0.4], [0.0, 0.2, 0.1], [0.1, -0.8, -0.4], [-0.5, 0.1, 0.0], [-0.3, -0.3, -0.6], [-0.4, 0.4, 0.1], [0.1, -0.6, -0.2], [-0.5, 1.1, 0.4], [0.2, 0.5, 0.4], [-0.3, 0.2, 0.7], [-0.3, 0.8, 0.2], [0.3, -0.3, 0.2], [0.1, 0.1, -0.2], [-0.1, -0.1, 0.2], [0.1, -0.1, 0.2], [-0.2, 0.1, 0.1], [0.1, 0.1, 0.3], [0.1, 0.2, 0.9], [0.1, -0.2, -0.2], [1.0, -0.1, -0.2], [-0.1, -0.1, 0.8], [-0.8, -0.3, 0.0], [0.2, -0.1, 0.1], [-0.2, 0.6, 0.1], [0.0, 0.3, 0.3], [-0.1, -0.4, 0.1], [0.0, 0.3, -0.1], [0.6, -0.2, -0.6], [-0.4, -0.3, 0.0], [0.4, 0.7, -0.3], [-0.1, 0.1, -0.4], [0.1, -0.3, -0.2], [0.3, -0.1, -0.4], [-0.1, 0.5, -0.2], [-0.5, -0.4, -0.1], [0.3, 0.0, 0.3], [0.0, 0.0, 0.2], [-0.1, 0.3, 0.6], [0.6, 0.3, 0.3], [-1.0, -0.4, -0.1], [-0.2, 0.3, -0.3], [-0.3, 0.1, 0.3], [0.1, 0.0, 0.0], [0.4, 0.7, -0.2], [0.5, -0.4, 0.0], [0.0, -0.1, 0.0], [-0.3, -0.2, -0.1], [-0.1, -0.4, -0.1], [0.1, 0.4, -0.2], [0.2, -0.4, -0.1], [-0.1, -0.3, -0.1], [0.2, -0.2, 0.1], [0.2, -0.1, -0.1], [-0.1, -0.2, 0.1], [-0.3, 0.2, 0.1], [-0.2, 0.0, -0.1], [0.1, 0.3, 0.2], [0.1, 0.1, -0.3], [0.0, 0.2, 0.0], [-0.3, 0.0, 0.0], [0.0, 0.0, 0.0], [0.3, 0.2, -0.7], [0.1, -0.4, -0.4], [0.0, -0.2, 0.2], [0.0, 0.0, -0.1], [0.3, 0.1, -0.3], [-0.1, -0.3, -0.1], [0.0, 0.0, 0.3], [0.1, 0.1, -0.3], [0.0, 0.1, -0.2], [0.1, 0.1, 0.1], [0.1, 0.0, -0.1], [0.1, 0.0, 0.1], [-0.3, 0.1, 0.0], [0.1, -0.1, -0.2], [-0.2, -0.2, -0.3], [0.2, 0.1, -0.2], [0.0, -0.1, -0.1], [0.1, -0.3, 0.1], [-0.3, -0.1, -0.1], [-0.1, 0.1, 0.0], [0.1, -0.2, -0.1], [0.2, -0.4, -0.2], [-0.1, 0.0, -0.4], [0.3, -0.3, -0.1], [0.0, -0.1, 0.1], [-0.2, 0.0, 0.0], [-0.1, 0.5, 0.0], [-0.1, -0.1, 0.0], [0.1, -0.1, -0.2], [0.1, 0.1, 0.1], [0.3, -0.4, 0.2], [0.0, 0.1, 0.0], [-0.3, -0.1, 0.2], [0.3, 0.3, 0.3], [0.0, 0.2, -0.1], [0.3, 0.1, -0.4], [-0.1, 0.1, 0.1], [0.0, 0.0, -0.2], [0.0, 0.0, 0.0], [-0.2, -0.1, 0.2], [-0.3, -0.1, 0.2], [0.3, 0.0, 0.0], [0.1, 0.2, 0.0], [0.1, -0.1, 0.0], [0.0, 0.2, 0.0], [0.1, 0.1, 0.0], [-0.2, 0.1, -0.2], [0.0, -0.1, 0.0], [0.0, -0.1, -0.1], [-0.1, -0.1, 0.0], [0.0, -0.5, -0.3], [-0.3, 0.6, 0.2], [0.0, -0.2, -0.1], [0.1, -0.5, 0.0], [0.2, -0.2, -0.1], [0.1, -0.2, 0.1]], "lowdin_spin": [3.09, 0.09, -0.02, -0.01, -0.09, 0.00, 0.00, 0.17, 0.04, 0.00, -0.02, 0.00, 0.00, 0.00, 0.00, 0.00, 0.00, 0.30, 0.00, 0.00, 0.04, 0.00, 0.00, 0.10, 0.00, 0.00, 0.00, 0.00, 0.00, 0.22, 0.00, 0.00, -0.02, 0.00, 0.00, 0.00, 0.00, 0.00, -0.03, 0.00, 0.00, -0.01, 0.05, 0.00, 0.00, 0.00, 0.00, 0.00, 0.00, 0.00, 0.00, 0.00, 0.02, 0.00, 0.00, 0.00, 0.00, 0.00, 0.00, 0.01, 0.00, 0.00, 0.01, 0.00, 0.00, 0.00, 0.00, 0.00, 0.01, 0.00, 0.00, 0.00, 0.00, 0.00, 0.00, 0.00, 0.00, 0.00, 0.00, 0.00, 0.00, 0.00, 0.00, 0.00, 0.00, 0.00, 0.00, 0.00, 0.00, 0.00, 0.00, 0.00, 0.00, 0.00, 0.00, 0.00, 0.00, 0.00, 0.00, -0.01, 0.00, 0.02, 0.00, 0.00, 0.00, 0.00, 0.00, 0.00, 0.00, 0.00, 0.00, 0.00, 0.00, 0.00, 0.00, 0.00, 0.00, 0.00, 0.00, 0.01, 0.00, 0.00]}